# 1
{
  "formula": "CHN3O3S",
  "method": "ωB97M-V/def2-TZVPD",
  "orbital_gap_ev": 5.23,
  "e_above_lowest_kcal_mol": 58.9,
  "total_charge": -2,
  "lumo_ha": 0.24208,
  "homo_energy_ev": 1.35,
  "symbols": ["C", "N", "N", "N", "O", "O", "O", "S", "H"],
  "positions_angstrom": [[0.71723, 1.00399, -0.65962], [-0.37789, 0.84101, -0.11346], [1.72680, -1.28554, 0.55938], [1.87618, -0.59234, -0.47251], [-2.30744, -0.63201, -0.86593], [1.39156, 1.70732, -1.40133], [-2.32613, 0.35862, 1.47624], [-1.57451, -0.41256, 0.39733], [0.87420, -0.98847, 1.07989]]
}

***

# 2
{
  "formula": "CHN3O3S",
  "method": "ωB97M-V/def2-TZVPD",
  "orbital_gap_ev": [10.27, 6.55],
  "e_above_lowest_kcal_mol": 215.3,
  "total_charge": 0,
  "lumo_ha": [-0.04419, -0.14040],
  "homo_energy_ev": [-11.48, -10.37],
  "symbols": ["C", "N", "N", "N", "O", "O", "O", "S", "H"],
  "positions_angstrom": [[2.03982, 1.86095, -0.18299], [2.82390, 2.69867, -0.21635], [0.73306, 0.18701, 0.69017], [-2.77856, 0.59086, -0.44657], [-1.81524, -0.02880, -0.83284], [-3.73308, 0.94313, -1.07852], [1.12923, 0.98050, -0.30383], [-2.76873, 1.02798, 1.22471], [-0.02724, -0.36807, 0.27896]]
}

***

# 3
{
  "formula": "CHN3S",
  "method": "ωB97M-V/def2-TZVPD",
  "smiles": "N#CS.N#N",
  "orbital_gap_ev": 10.94,
  "e_above_lowest_kcal_mol": 0.5,
  "total_charge": 0,
  "lumo_ha": 0.01505,
  "homo_energy_ev": -10.53,
  "symbols": ["C", "N", "N", "N", "S", "H"],
  "positions_angstrom": [[-0.92382, -0.03492, 0.74583], [-0.29712, -0.29677, 1.68912], [1.70682, -0.97641, -0.12089], [2.03981, 0.04256, -0.38675], [-1.82955, 0.49522, -0.62456], [-0.69614, 0.77032, -1.30275]]
}